1.
Formula: C5H11N
Source: OMol25
Level of theory: wB97M-V/def2-TZVPD

XYZ file:
```
17
Properties=species:S:1:pos:R:3:forces:R:3:lowdin_charge:R:1
C 0.794 -0.997 -1.480 0.014 -0.125 0.008 -0.089
C 0.445 0.370 -0.930 0.084 -0.140 0.105 -0.209
N -0.316 0.291 0.347 0.251 -0.481 0.378 -0.300
C -0.319 1.588 1.080 -0.155 0.120 0.051 -0.178
C 0.398 0.476 1.724 0.722 0.364 0.188 -0.110
C -1.181 -0.873 0.688 -0.363 0.015 -0.436 -0.063
H 1.534 -0.902 -2.281 -0.112 -0.005 0.108 0.079
H 1.220 -1.616 -0.686 -0.007 -0.017 -0.157 0.085
H -0.087 -1.499 -1.892 0.168 0.005 0.067 0.070
H 1.364 0.919 -0.687 -0.195 -0.130 0.011 0.115
H -0.082 0.970 -1.691 -0.148 -0.212 0.394 0.125
H 0.224 2.358 0.519 -0.291 -0.125 -0.103 0.098
H -1.291 1.948 1.428 0.134 -0.277 0.060 0.098
H 1.456 0.462 1.453 0.244 0.466 0.136 0.029
H -0.587 -1.613 1.240 -0.157 0.305 -0.413 0.083
H -1.603 -1.331 -0.206 -0.276 0.135 -0.153 0.075
H -1.969 -0.553 1.373 0.088 0.102 -0.244 0.093
```
Forces are in eV/Å.

The calculation puts the energy above the lowest of the compared OMol25 structures with the same formula, charge and spin at 402.6 kJ/mol.

---

2.
Formula: C5H13NO
Source: OMol25
Level of theory: wB97M-V/def2-TZVPD

XYZ file:
```
20
Properties=species:S:1:pos:R:3:forces:R:3:lowdin_charge:R:1
C 2.652 0.398 0.431 -0.264 0.527 -0.810 -0.258
N 1.910 -0.609 1.202 0.196 -0.717 1.817 -0.084
C 0.609 -0.881 0.716 -1.083 0.442 -0.785 -0.170
C -0.435 0.031 0.735 2.171 2.298 1.545 -0.188
C -3.983 -0.092 -0.394 0.561 0.785 -0.936 -0.062
O -0.941 0.696 -0.448 -0.627 -4.545 0.717 -0.075
C 2.382 0.267 -1.087 -0.007 0.585 0.767 -0.092
H 3.727 0.236 0.539 -0.109 -0.155 0.533 0.100
H 2.426 1.432 0.780 0.098 -0.483 -0.304 0.115
H 1.931 -0.378 2.189 0.157 -0.140 0.036 0.110
H 0.524 -1.804 0.132 0.195 0.735 -0.838 0.110
H -3.618 -0.607 -1.319 -0.943 0.577 0.481 0.036
H -0.902 0.550 1.560 1.113 0.410 0.735 0.115
H -4.921 0.471 -0.438 -0.328 -0.960 -0.501 0.018
H -3.311 0.768 -0.274 0.395 -0.714 0.555 0.001
H -3.985 -0.832 0.396 0.092 0.257 0.420 0.012
H -1.066 -0.389 -0.340 -1.584 1.400 -3.080 0.121
H 2.279 -0.767 -1.376 -0.111 -0.319 -0.057 0.069
H 3.219 0.671 -1.637 0.309 0.215 -0.145 0.063
H 1.502 0.836 -1.368 -0.229 -0.197 -0.150 0.058
```
Forces are in eV/Å.

The calculation puts the energy above the lowest of the compared OMol25 structures with the same formula, charge and spin at 614.4 kJ/mol.

---

3.
Formula: C4H7ClS
Source: OMol25
Level of theory: wB97M-V/def2-TZVPD

XYZ file:
```
13
Properties=species:S:1:pos:R:3:forces:R:3:lowdin_charge:R:1
C 0.716 -0.056 -0.608 3.754 -0.055 3.532 -0.553
C -0.053 1.029 0.137 -1.356 3.074 -1.316 -0.332
C -0.972 0.004 0.649 -3.102 -0.019 5.074 -0.782
C 0.061 -0.991 0.449 1.751 1.507 0.526 -0.280
H 1.958 1.559 1.116 1.765 -2.785 -1.876 0.179
H 0.742 -0.275 -1.659 -0.831 0.093 -0.329 0.087
H 0.428 1.573 0.924 1.305 -0.507 0.885 0.024
H -0.512 1.956 -0.250 -0.138 -0.724 -1.082 0.121
H -1.238 -0.073 1.862 0.044 1.053 -3.224 0.169
H 0.506 -1.110 1.482 0.579 0.241 -1.674 0.136
H -0.108 -1.872 0.058 -1.469 -4.784 -1.524 0.058
S 2.585 -0.067 -0.143 -1.705 3.329 1.313 0.536
Cl -2.450 -0.035 -0.295 -0.597 -0.421 -0.305 0.637
```
Forces are in eV/Å.

The calculation puts the energy above the lowest of the compared OMol25 structures with the same formula, charge and spin at 503.3 kJ/mol.

---

4.
Formula: C44H38Cl3I2N2O5P2SW
Source: OMol25
Level of theory: wB97M-V/def2-TZVPD

XYZ file:
```
98
Properties=species:S:1:pos:R:3:forces:R:3:lowdin_charge:R:1
W -1.927 -0.137 -0.047 0.648 -2.935 0.422 1.498
I -3.617 -2.268 -1.221 -0.443 -0.969 -0.098 1.320
C -5.625 -1.783 -0.546 0.329 0.515 0.507 -0.915
I -5.458 -1.270 1.505 -0.949 -0.350 0.155 1.033
H -6.271 -2.655 -0.667 0.433 -0.018 -0.108 0.007
H -5.971 -0.923 -1.113 0.115 -0.124 -0.019 -0.002
C 1.633 -0.143 -2.040 0.030 -0.063 0.497 -0.262
N 2.132 0.356 -0.763 0.151 0.071 -0.049 -0.198
C 1.383 1.429 -0.158 -0.263 -0.191 -0.143 -0.325
P 0.206 0.833 1.172 2.161 0.972 -0.037 1.106
C 1.258 -0.216 2.238 -0.899 -0.520 -0.028 -0.348
C 2.639 -0.051 2.321 -0.082 0.189 -0.242 -0.048
C 3.377 -0.842 3.188 -0.031 0.047 -0.015 -0.025
C 2.748 -1.785 3.986 -0.064 0.031 -0.024 -0.028
C 1.371 -1.941 3.923 -0.039 0.013 0.009 -0.045
C 0.631 -1.166 3.047 -0.055 0.218 -0.005 -0.125
C 0.100 2.404 2.111 -0.545 -0.147 -0.091 -0.389
C -0.060 3.612 1.425 0.082 -0.046 -0.022 -0.128
C -0.067 4.806 2.124 0.044 -0.009 -0.159 -0.039
C 0.066 4.809 3.506 -0.002 -0.136 0.048 -0.025
C 0.189 3.610 4.190 0.027 0.052 0.018 -0.039
C 0.203 2.409 3.501 -0.007 -0.215 -0.137 -0.079
C 3.554 0.604 -0.895 0.098 -0.069 0.065 -0.276
C 4.401 -0.496 -0.951 -0.061 0.119 0.017 -0.028
C 5.756 -0.313 -1.168 -0.007 -0.016 -0.041 -0.048
C 6.273 0.965 -1.309 0.027 0.048 0.003 -0.051
C 5.433 2.061 -1.233 0.060 -0.017 -0.025 -0.048
C 4.073 1.884 -1.046 -0.165 -0.068 0.036 -0.028
P -0.233 -0.226 -2.210 1.278 -0.241 -1.792 1.097
C -0.269 -1.694 -3.306 -0.465 -0.219 0.468 -0.355
C -0.735 -2.935 -2.871 -0.035 0.079 0.275 -0.164
C -0.718 -4.030 -3.719 -0.071 0.010 -0.039 -0.051
C -0.226 -3.902 -5.009 -0.028 -0.025 0.096 -0.029
C 0.277 -2.683 -5.436 0.015 -0.013 0.027 -0.026
C 0.260 -1.587 -4.593 -0.038 0.193 0.090 -0.073
C -0.500 1.131 -3.441 -0.245 0.026 0.376 -0.355
C 0.228 2.320 -3.412 0.046 -0.134 0.117 -0.083
C 0.017 3.302 -4.365 0.027 0.052 -0.001 -0.038
C -0.933 3.125 -5.355 0.025 -0.044 0.079 -0.025
C -1.658 1.945 -5.400 -0.013 -0.098 -0.051 -0.027
C -1.444 0.953 -4.460 -0.017 -0.076 0.019 -0.106
H 2.031 -1.153 -2.192 -0.304 0.121 0.001 0.103
H 2.013 0.459 -2.883 -0.305 -0.085 0.067 0.120
H 0.775 2.008 -0.870 0.228 0.056 0.273 0.060
H 2.075 2.113 0.345 -0.377 -0.101 0.011 0.104
H 3.150 0.686 1.724 0.113 0.075 -0.092 0.108
H 4.448 -0.711 3.241 0.049 0.025 0.002 0.126
H 3.330 -2.387 4.667 0.053 -0.071 0.058 0.124
H 0.874 -2.658 4.558 -0.060 -0.084 0.065 0.116
H -0.444 -1.278 2.995 0.161 -0.139 0.075 0.047
H -0.191 3.627 0.352 -0.004 0.046 -0.059 0.105
H -0.177 5.738 1.591 0.004 0.058 -0.058 0.124
H 0.077 5.743 4.047 -0.032 0.084 0.036 0.126
H 0.280 3.610 5.266 0.043 -0.017 0.099 0.123
H 0.311 1.480 4.040 0.035 -0.097 0.104 0.113
H 3.995 -1.490 -0.835 -0.039 -0.131 0.046 0.111
H 6.409 -1.169 -1.233 0.070 -0.093 0.023 0.117
H 7.326 1.109 -1.489 0.156 -0.010 0.021 0.119
H 5.825 3.061 -1.335 0.081 0.088 -0.040 0.119
H 3.436 2.758 -1.033 -0.073 0.072 -0.010 0.112
H -1.093 -3.067 -1.849 0.153 0.009 -0.266 0.012
H -1.106 -4.977 -3.378 -0.004 -0.131 0.038 0.118
H -0.239 -4.747 -5.679 0.029 -0.092 -0.052 0.125
H 0.673 -2.574 -6.433 0.041 -0.015 -0.097 0.126
H 0.629 -0.640 -4.957 0.067 0.055 -0.039 0.119
H 0.997 2.497 -2.677 0.100 -0.003 0.046 0.090
H 0.609 4.203 -4.335 0.057 0.114 0.011 0.121
H -1.097 3.894 -6.093 -0.028 0.092 -0.092 0.125
H -2.390 1.791 -6.179 -0.041 -0.041 -0.059 0.125
H -1.997 0.027 -4.530 -0.021 0.088 -0.043 0.114
Cl -3.466 1.809 6.973 -0.027 0.012 0.047 0.817
C -3.183 1.121 5.445 0.118 -0.119 -0.617 -0.640
C -3.145 1.933 4.307 0.031 -0.136 0.060 -0.073
C -2.887 1.355 3.082 -0.197 -0.152 -0.493 -0.505
Cl -2.852 2.249 1.603 -0.366 0.612 1.399 0.954
C -2.660 -0.021 2.919 -0.382 0.276 0.595 -0.431
O -2.407 -0.497 1.654 -0.064 0.047 1.608 -0.472
C -2.752 -0.818 4.072 0.113 0.012 -0.336 -0.582
Cl -2.577 -2.522 3.979 -0.044 -0.092 0.226 0.842
C -2.994 -0.253 5.313 -0.032 0.127 0.005 -0.081
H -3.330 2.990 4.388 0.020 0.158 -0.032 0.130
H -3.049 -0.895 6.180 -0.002 -0.022 0.030 0.127
C 0.241 -4.712 1.280 -0.112 0.325 -0.093 0.015
C 1.030 -3.755 0.653 -0.201 -0.003 0.023 -0.002
C 0.480 -2.537 0.300 -0.025 0.310 -0.319 -0.140
N -0.816 -2.209 0.523 0.067 -0.140 -0.206 -0.101
C -1.555 -3.144 1.173 -0.327 0.296 -0.038 -0.270
C -1.077 -4.379 1.561 0.246 0.197 -0.226 -0.025
H 0.635 -5.680 1.549 0.089 -0.067 0.024 0.135
H 2.066 -3.954 0.434 0.114 0.069 -0.048 0.129
H 1.105 -1.784 -0.169 -0.053 -0.009 0.040 0.086
H -2.581 -2.887 1.417 0.261 -0.028 -0.214 0.009
H -1.736 -5.064 2.071 -0.088 -0.042 0.032 0.129
O -3.831 0.632 -0.344 -0.509 0.063 1.000 -0.568
S -3.192 1.350 -1.503 -1.650 0.201 -2.549 0.312
O -3.850 2.426 -2.084 -0.175 0.588 0.040 -0.091
O -1.834 1.618 -0.835 1.652 1.779 0.382 -0.546
O -2.807 0.167 -2.286 0.322 -0.023 -0.609 -0.541
```
Forces are in eV/Å.

The calculation puts the energy above the lowest of the compared OMol25 structures with the same formula, charge and spin at 0.0 kJ/mol. Its charge is +3.

---

Gap between HOMO and LUMO? In order: 0.29107; 0.28777; 0.27294; 0.16040 hartree.
Highest occupied orbital energy? In order: -7.00; -8.14; -8.91; -15.37 eV.
Lowest unoccupied orbital energy? In order: 0.9; -0.3; -1.5; -11.0 eV.